Entry 1:
12
Properties=species:S:1:pos:R:3:lowdin_charge:R:1 method="wB97M-V/def2-TZVPD" charge=+2 energy_ha=-2229.67415 homo_lumo_gap_ha="0.226 / 0.157"
H -0.43 3.10 0.78 0.12
O -0.80 2.22 0.70 0.01
C -0.15 1.53 -0.34 -0.18
C -0.45 0.09 -0.27 0.05
C -1.12 -0.94 -0.53 0.26
H 0.94 1.67 -0.29 0.16
H -0.47 1.91 -1.33 0.18
H -1.87 -1.56 -1.00 0.14
C 0.49 -1.64 0.52 -0.08
O 1.69 -1.73 -0.01 -0.11
Ga 1.81 -3.40 0.21 1.30
H 0.36 -1.26 1.55 0.15

***

Entry 2:
12
Properties=species:S:1:pos:R:3:lowdin_charge:R:1 method="wB97M-V/def2-TZVPD" charge=0 energy_ha=-305.75028 homo_lumo_gap_ha=0.399 smiles=O.O.O.O
O 2.07 -1.64 1.42 -0.06
H 1.50 -2.31 1.79 0.03
H 1.48 -1.08 0.92 -0.02
O 0.54 0.65 0.61 -0.05
H 0.25 0.79 -0.29 -0.02
H 0.70 1.53 0.94 0.07
O -0.28 0.64 -1.96 -0.02
H 0.47 0.47 -2.53 0.07
H -0.86 1.19 -2.48 0.06
O -2.11 -0.37 0.75 -0.06
H -2.57 0.34 0.29 0.02
H -1.19 -0.22 0.54 -0.03

***

Entry 3:
72
Properties=species:S:1:pos:R:3:lowdin_charge:R:1 method="wB97M-V/def2-TZVPD" charge=+2 energy_ha=-4510.36186 homo_lumo_gap_ha="0.163 / 0.163"
C -0.61 6.91 -3.04 -0.01
C -0.79 5.56 -3.45 -0.22
C -1.10 5.35 -4.79 -0.03
C -1.23 6.44 -5.67 -0.11
N -1.04 7.72 -5.29 0.07
C -0.75 7.94 -3.99 -0.11
C -0.71 4.39 -2.56 0.10
C -0.78 3.47 -1.71 0.04
C -1.02 2.90 -0.40 -0.27
C -0.03 2.86 0.57 -0.04
C -0.26 2.18 1.77 -0.12
C -1.51 1.53 1.97 -0.65
C -2.49 1.64 1.02 -0.27
C -2.27 2.34 -0.14 -0.04
Cd -0.40 -0.40 -0.13 1.44
P 2.00 -1.26 1.71 1.00
H -1.25 4.36 -5.17 0.11
H -0.37 7.18 -2.02 0.11
H -1.48 6.28 -6.73 0.12
H -0.62 9.01 -3.71 0.12
H -3.08 2.41 -0.86 0.14
H 0.90 3.35 0.31 0.14
H -3.43 1.14 1.22 0.07
H 0.52 2.29 2.50 0.09
C 2.42 -2.85 2.73 -0.36
C 3.35 -3.85 2.07 -0.14
H 1.43 -3.29 2.91 0.06
H 2.79 -2.57 3.73 0.09
H 3.51 -4.72 2.72 0.10
H 2.93 -4.21 1.12 0.07
H 4.34 -3.40 1.88 0.07
C 2.66 -1.69 0.00 -0.47
C 3.33 -0.49 -0.66 -0.16
H 1.77 -1.97 -0.60 0.00
H 3.30 -2.58 -0.03 0.07
H 3.21 -0.55 -1.75 0.08
H 2.88 0.47 -0.34 0.05
H 4.41 -0.45 -0.46 0.08
C 3.35 -0.15 2.43 -0.40
C 4.79 -0.68 2.45 -0.12
H 3.04 0.10 3.46 0.06
H 3.32 0.82 1.90 0.07
H 5.51 0.11 2.72 0.10
H 4.90 -1.50 3.18 0.08
H 5.09 -1.05 1.46 0.06
Br -2.28 0.17 3.04 0.92
P -2.30 -2.88 -0.44 0.93
C -0.55 -3.35 -0.41 -0.51
C -0.32 -4.80 -0.92 -0.13
H -0.15 -3.26 0.62 0.05
H -0.04 -2.68 -1.14 0.03
H 0.77 -4.93 -1.14 0.08
H -0.62 -5.54 -0.14 0.09
H -0.90 -4.97 -1.86 0.08
C -3.02 -2.68 1.19 -0.48
C -4.33 -3.52 1.25 -0.14
H -3.25 -1.62 1.34 -0.01
H -2.30 -2.99 1.95 0.08
H -4.65 -3.62 2.32 0.09
H -5.13 -3.00 0.68 0.08
H -4.13 -4.52 0.80 0.07
C -2.54 -1.32 -1.38 -0.48
C -2.84 -1.68 -2.86 -0.13
H -1.60 -0.66 -1.47 -0.02
H -3.35 -0.73 -0.90 0.09
H -3.16 -0.76 -3.39 0.09
H -1.93 -2.07 -3.36 0.09
H -3.63 -2.43 -2.91 0.09
N 0.55 0.59 4.06 0.00
H -0.12 1.29 3.69 -0.06
H 1.31 0.97 4.56 0.02
H 0.00 -0.13 4.52 0.00

***

Entry 4:
41
Properties=species:S:1:pos:R:3:lowdin_charge:R:1 method="wB97M-V/def2-TZVPD" charge=0 energy_ha=-975.00452 homo_lumo_gap_ha=0.141
C -4.83 -0.86 -1.51 0.04
C -3.64 -0.40 -2.16 -0.09
C -2.27 -0.18 -3.07 -0.20
C -1.09 0.56 -2.20 -0.17
C 0.42 -0.12 -2.42 -0.09
N 0.82 -0.62 -1.02 -0.08
C 1.86 -0.18 -0.20 -0.08
C 2.96 1.00 -0.55 -0.03
C 1.93 -0.96 1.28 -0.06
C 0.41 -1.64 1.38 -0.25
C -0.49 -0.58 2.26 -0.18
C -1.97 -1.12 2.71 -0.29
C -2.85 -1.81 1.51 -0.62
I -2.67 -4.02 1.57 0.64
C 0.13 -1.75 -0.23 -0.12
H -5.66 -1.52 -0.98 0.07
H -2.53 0.51 -3.98 0.12
H -1.85 -1.25 -3.39 0.12
H -1.07 1.73 -2.40 0.14
H -1.40 0.45 -1.06 0.11
H 0.43 -0.96 -3.23 0.14
H 1.16 0.77 -2.70 0.14
H 3.26 0.94 -1.70 0.10
H 3.95 0.72 0.05 0.12
H 2.61 2.08 -0.28 0.10
H 2.85 -1.66 1.48 0.14
H 2.00 -0.01 2.00 0.14
H 0.63 -2.70 1.84 0.15
H 0.12 -0.40 3.28 0.13
H -0.52 0.48 1.74 0.14
H -1.91 -1.84 3.64 0.11
H -2.57 -0.16 3.08 0.12
H -4.00 -1.60 1.76 0.06
H -2.67 -1.36 0.44 0.02
H 0.81 -2.68 -0.55 0.15
H -0.92 -2.11 -0.62 0.11
C 3.73 4.63 0.82 -0.53
O 4.24 3.90 -0.16 -0.40
H 3.47 5.67 0.59 0.03
H 2.78 4.27 1.27 0.01
H 4.35 4.76 1.72 0.03

***

Entry 5:
99
Properties=species:S:1:pos:R:3:lowdin_charge:R:1 method="wB97M-V/def2-TZVPD" charge=-1 energy_ha=-10069.99495 homo_lumo_gap_ha=0.255
C -3.52 -0.69 -6.73 -0.14
C -4.43 -1.07 -5.40 -0.15
C -3.49 -1.24 -4.03 -0.24
O -2.53 -2.20 -4.12 -0.07
O -3.66 -0.40 -2.81 -0.15
C -4.01 -1.27 -1.67 -0.29
C -2.73 -1.92 -0.89 -0.31
In -0.76 -0.85 -1.21 0.39
C -0.58 1.16 -0.19 -0.71
Br 1.12 2.23 -0.54 0.40
C -1.63 1.74 0.70 -0.74
C -3.01 0.92 1.06 -0.17
Br -1.44 3.58 1.54 0.46
H -4.06 -1.13 -7.69 0.08
H -3.31 0.46 -6.84 0.08
H -2.47 -1.25 -6.68 0.09
H -4.96 -2.12 -5.58 0.12
H -5.26 -0.27 -5.17 0.11
H -4.74 -0.74 -0.88 0.10
H -4.64 -2.18 -2.11 0.12
H -2.90 -2.01 0.28 0.02
H -2.63 -3.04 -1.29 0.05
H -0.52 -0.56 -2.98 -0.08
H 0.59 -1.95 -0.65 -0.11
H -3.64 0.88 0.07 0.07
H -3.63 1.55 1.85 0.07
H -2.82 -0.14 1.53 0.08
C 5.47 1.36 0.54 -0.05
C 4.98 -0.10 0.42 -0.43
C 4.11 -0.59 1.57 -0.28
F 4.71 -0.49 2.77 0.08
F 3.79 -1.90 1.41 0.09
F 6.06 -0.91 0.23 0.11
F 4.25 -0.18 -0.73 0.10
O 6.77 1.56 1.11 0.03
C 6.82 1.53 2.54 -0.47
C 7.54 0.30 3.10 -0.27
F 7.04 -0.86 2.60 0.07
F 7.41 0.23 4.45 0.10
F 5.55 1.67 3.02 0.12
F 7.48 2.66 2.91 0.13
H 5.57 1.73 -0.48 0.15
H 4.72 2.01 0.99 0.14
H 3.17 -0.03 1.61 0.17
H 8.61 0.33 2.86 0.16
C 11.38 -3.87 3.92 -0.06
C 11.19 -5.39 3.75 -0.43
C 11.22 -5.89 2.31 -0.29
F 10.29 -5.30 1.53 0.09
F 10.97 -7.22 2.25 0.09
F 10.05 -5.77 4.39 0.12
F 12.22 -6.01 4.42 0.10
O 10.19 -3.09 4.03 0.04
C 9.56 -2.76 2.80 -0.45
C 8.22 -3.47 2.59 -0.27
F 8.32 -4.81 2.76 0.09
F 7.74 -3.27 1.34 0.10
F 10.44 -2.99 1.79 0.12
F 9.37 -1.41 2.82 0.11
H 11.88 -3.74 4.89 0.15
H 12.09 -3.46 3.20 0.14
H 12.20 -5.72 1.85 0.17
H 7.48 -3.10 3.31 0.17
C -8.62 -4.76 0.12 -0.06
C -10.01 -4.25 -0.31 -0.43
C -10.07 -3.65 -1.71 -0.29
F -9.21 -2.62 -1.88 0.09
F -11.31 -3.16 -1.97 0.09
F -10.47 -3.38 0.62 0.12
F -10.87 -5.32 -0.28 0.10
O -7.82 -3.86 0.89 0.03
C -7.10 -2.89 0.13 -0.47
C -7.62 -1.46 0.33 -0.26
F -8.96 -1.37 0.12 0.08
F -7.03 -0.60 -0.54 0.09
F -7.09 -3.28 -1.17 0.11
F -5.81 -2.97 0.54 0.14
H -8.82 -5.60 0.81 0.15
H -8.07 -5.21 -0.71 0.15
H -9.85 -4.40 -2.47 0.17
H -7.42 -1.12 1.34 0.18
C -2.42 6.57 -1.30 -0.05
C -1.70 7.59 -0.39 -0.43
C -2.49 8.04 0.84 -0.29
F -3.68 8.59 0.52 0.08
F -1.80 8.98 1.53 0.09
F -1.30 8.64 -1.14 0.12
F -0.55 6.99 0.05 0.09
O -3.12 7.11 -2.42 0.03
C -4.43 7.62 -2.14 -0.48
C -4.51 9.15 -2.26 -0.27
F -3.56 9.78 -1.53 0.08
F -5.71 9.61 -1.82 0.09
F -4.82 7.16 -0.93 0.12
F -5.26 7.04 -3.04 0.13
H -1.63 5.95 -1.75 0.16
H -3.03 5.87 -0.73 0.14
H -2.67 7.20 1.51 0.17
H -4.39 9.46 -3.30 0.17

***

Entry 6:
19
Properties=species:S:1:pos:R:3:lowdin_charge:R:1 method="wB97M-V/def2-TZVPD" charge=0 energy_ha=-514.41195 homo_lumo_gap_ha=0.295
C 1.85 1.25 0.01 0.06
C 1.24 0.17 0.53 -0.35
N 1.90 -1.00 0.85 0.10
C -0.12 0.45 1.32 -0.29
O -0.24 0.24 2.51 0.11
C -1.13 0.69 0.31 -0.25
O -1.95 1.81 0.34 0.05
C -1.01 -0.13 -0.80 -0.29
C -0.90 -1.63 -0.78 -0.01
O -1.51 0.32 -2.01 0.05
H 2.93 1.29 -0.12 0.06
H 1.30 2.14 -0.26 0.06
H 1.53 -1.44 1.69 0.10
H 2.91 -0.91 0.90 0.09
H -2.81 1.53 -0.03 0.12
H -0.71 -2.02 0.22 0.09
H -0.10 -1.95 -1.44 0.09
H -1.84 -2.07 -1.15 0.10
H -1.35 1.28 -2.06 0.12